(1)
C8H36O10 | ωB97M-V with the def2-TZVPD basis set

Computed properties:
HOMO energy	-8.16	eV
total energy	-1078.3141	Ha
Kohn-Sham gap	8.09	eV
energy above the lowest of the compared OMol25 structures with the same formula, charge and spin	1334.8	kJ/mol
maximum force	6.6	eV/Å
charge	0

The geometry in XYZ format:
```
54
Properties=species:S:1:pos:R:3:forces:R:3
O -23.067266 -1.248472 -11.816515 0.6 0.7 -3.3
H -22.825753 -2.156681 -11.634709 -0.8 0.4 -0.5
H -23.583065 -0.980451 -11.056024 -0.2 0.0 -0.4
O -20.601097 -1.757626 -11.745419 2.9 0.5 -2.3
H -19.937384 -1.702114 -11.057932 0.2 -0.1 -0.4
H -21.390426 -2.055806 -11.293452 0.5 0.4 0.1
O -22.082161 -2.706466 -10.268518 0.4 -1.2 1.2
H -22.661373 -2.428554 -9.558932 0.6 0.0 -2.9
H -21.669797 -3.506358 -9.942365 0.4 0.4 -0.7
O -24.539546 -1.096170 -10.071246 -4.0 2.6 -0.1
H -25.421901 -1.427345 -10.238558 -0.3 0.3 -0.5
H -24.219756 -1.624145 -9.339668 -0.1 0.9 -0.1
O -23.595700 -2.460819 -8.676894 -4.3 -0.9 4.3
H -24.291053 -2.895323 -8.183023 -0.2 -0.1 0.0
H -22.785649 -2.836355 -8.331894 1.6 -1.2 1.7
O -19.948070 -4.317222 -7.931390 6.4 -1.6 0.9
H -19.279016 -3.634377 -7.979559 0.3 0.4 0.1
H -20.157213 -4.513147 -8.844685 1.0 -0.8 -1.9
C -19.356271 -6.177029 -9.930179 1.2 -1.6 0.2
C -20.079457 -5.561790 -11.070076 -0.4 0.7 0.1
O -21.114112 -4.746338 -10.526343 3.6 0.7 -0.7
H -18.536143 -6.791889 -10.300915 0.1 -0.2 0.0
H -19.956015 -6.795958 -9.262846 -0.1 0.0 -0.1
H -18.876378 -5.414547 -9.316635 0.2 -0.4 -0.5
H -20.632625 -6.177367 -11.779420 0.8 -0.6 -0.1
H -19.317146 -4.949218 -11.551464 -0.6 0.3 -0.6
H -21.795889 -5.366830 -10.258422 2.0 0.2 -0.8
C -23.706902 -4.557138 -10.839899 -0.4 -1.3 -0.1
C -23.230168 -5.378865 -9.609216 -4.1 1.1 0.4
O -22.387214 -6.488398 -9.899231 -1.6 -2.6 0.6
H -24.368305 -3.780917 -10.455023 -0.2 -0.3 -0.2
H -24.239710 -5.240897 -11.500723 -0.2 0.1 -0.1
H -22.909943 -4.022967 -11.357214 -0.7 -0.9 -0.1
H -24.134473 -5.779245 -9.150933 -0.3 -0.1 0.0
H -22.818737 -4.705072 -8.857662 -0.1 -1.1 -0.7
H -22.641189 -7.156872 -9.258739 0.3 -0.3 -0.1
C -21.303109 -0.585360 -9.256096 1.2 0.3 1.2
C -20.661775 0.153059 -8.048049 -2.2 0.5 -1.7
O -19.584968 0.926399 -8.509225 1.4 -0.1 0.5
H -20.623337 -1.329206 -9.671673 0.0 0.5 0.9
H -21.460393 0.090004 -10.097072 -0.3 0.1 0.2
H -22.214771 -1.139771 -9.033407 0.8 1.8 0.5
H -20.411073 -0.492965 -7.206663 0.5 0.0 -0.1
H -21.448055 0.828352 -7.710649 -0.1 0.1 0.6
H -19.867180 1.779453 -8.847273 -0.3 -0.2 0.0
C -23.407909 -3.034152 -6.120174 1.1 -0.5 0.6
C -22.104382 -3.781546 -6.501816 -1.3 0.1 0.7
O -21.925240 -3.753983 -7.901368 -4.4 2.0 3.0
H -23.243909 -1.997005 -6.412622 -0.6 0.0 0.0
H -23.518911 -3.051064 -5.035972 0.0 -0.1 0.0
H -24.288266 -3.513430 -6.548391 -0.1 0.2 0.1
H -22.146632 -4.826458 -6.194453 0.1 0.0 0.3
H -21.345640 -3.246075 -5.931125 0.6 -0.2 -0.3
H -21.047558 -4.094692 -8.088912 -0.8 1.0 1.0
```
Forces are in eV/Å.

(2)
C8H37F2NO13P2 | ωB97M-V with the def2-TZVPD basis set

Computed properties:
HOMO energy	-8.08	eV
total energy	-2242.2807	Ha
Kohn-Sham gap	8.30	eV
SMILES	C#CCP(F)(OC[C@H](C)O)([C@@H](C)F)P(N)O.O.O.O.O.O.O.O.O.O.O
maximum force	0.9	eV/Å
charge	0

The geometry in XYZ format:
```
63
Properties=species:S:1:pos:R:3:forces:R:3
C 1.932713 2.223392 -0.397449 -0.1 0.2 0.5
C 2.221832 1.104362 -0.074766 0.4 0.1 -0.2
C 2.640988 -0.246772 0.254759 -0.4 -0.2 0.4
P 1.610015 -1.451728 -0.698988 0.1 0.4 0.2
F 0.871983 -1.933000 0.730345 -0.1 -0.1 0.1
O 0.126697 -1.012150 -1.220482 0.1 -0.4 -0.5
C -0.849571 -2.045321 -1.459006 -0.4 0.3 0.4
C -1.994933 -1.402393 -2.244831 0.2 0.4 -0.2
C -3.121817 -0.864177 -1.373408 0.3 0.3 -0.2
O -2.532782 -2.307151 -3.220911 0.0 -0.1 0.3
C 2.348581 -3.176268 -0.756951 0.4 0.0 0.2
C 3.526344 -3.398915 -1.670068 0.3 -0.5 0.1
F 2.832758 -3.427538 0.543831 0.0 0.0 0.0
P 2.349885 -0.869119 -2.802115 -0.4 -0.3 -0.7
N 1.387696 0.418222 -3.379109 0.1 -0.1 0.5
O 3.750975 -0.084530 -2.419444 0.1 0.1 0.1
H 1.709768 3.259990 -0.495062 -0.1 0.0 -0.3
H 2.464426 -0.423247 1.313724 0.0 -0.1 0.0
H 3.699334 -0.409872 0.051791 0.0 0.0 -0.3
H -0.418224 -2.865264 -2.037334 0.1 0.0 0.0
H -1.211114 -2.400578 -0.495193 0.1 -0.3 0.0
H -1.541981 -0.554611 -2.765656 0.0 0.0 -0.2
H -2.970883 -1.107251 -0.326707 -0.2 -0.1 0.1
H -4.085945 -1.231246 -1.707780 0.0 -0.1 0.1
H -3.183429 0.214753 -1.465020 0.0 0.0 0.1
H -1.863663 -2.435412 -3.901850 -0.1 -0.1 0.0
H 1.569050 -3.917637 -0.938543 -0.2 0.1 0.0
H 3.262978 -3.515332 -2.715455 -0.1 0.3 -0.1
H 4.292043 -2.636599 -1.535677 0.0 0.2 -0.2
H 3.969672 -4.348207 -1.362946 0.0 0.0 0.0
H 1.011212 1.033686 -2.666699 0.0 0.1 -0.1
H 0.636034 0.056924 -3.950310 0.0 0.1 -0.1
H 4.107683 0.331985 -3.213698 0.1 0.0 0.1
O 1.076385 2.823007 3.051737 0.1 -0.1 -0.1
H 0.452537 2.182045 3.409251 0.0 0.0 0.0
H 1.450359 2.389546 2.273930 -0.1 -0.1 0.0
O 2.761293 4.986959 1.717030 0.2 -0.3 -0.1
H 3.255175 4.423547 1.110477 -0.1 0.1 -0.1
H 2.125625 4.389867 2.133518 -0.1 0.2 0.2
O 5.572727 4.237017 2.916738 0.0 0.0 -0.1
H 5.666611 3.347043 2.565610 0.0 0.0 0.0
H 4.686253 4.522366 2.659488 -0.1 0.1 0.1
O 0.122505 4.753285 5.375788 -0.1 0.0 0.0
H -0.499543 4.093188 5.707577 0.0 -0.1 0.0
H 0.506315 4.344387 4.592703 0.1 0.0 0.0
O -1.481873 2.553487 6.691482 0.0 0.1 0.0
H -1.126984 2.856713 7.534552 0.0 -0.1 0.0
H -2.424153 2.746249 6.735931 0.0 0.0 0.0
O -5.002192 1.202180 -0.277160 -0.1 0.1 0.1
H -4.733410 1.631357 0.540379 0.0 0.0 0.0
H -5.914714 1.491949 -0.407434 -0.1 0.1 0.0
O 5.954448 -2.293895 0.549307 -0.1 0.0 0.0
H 6.494084 -2.959474 0.111867 0.0 0.0 0.0
H 5.205079 -2.785277 0.906893 0.0 0.0 0.0
O -5.627769 -2.435165 -3.519344 0.0 -0.1 0.0
H -4.664375 -2.499825 -3.478644 0.0 0.1 0.0
H -5.903081 -2.239587 -2.618750 0.0 0.0 0.0
O -3.844975 -3.447088 -0.044126 0.0 -0.2 -0.1
H -3.656648 -3.410084 -0.989298 0.0 0.0 0.0
H -4.259159 -4.306051 0.085874 0.0 0.0 0.0
O -7.861103 2.309861 -0.259259 0.0 -0.1 0.0
H -8.462049 1.713972 0.199132 0.0 0.0 0.0
H -8.415724 2.799426 -0.874264 0.1 0.0 0.0
```
Forces are in eV/Å.

(3)
C8H40N2O11 | ωB97M-V with the def2-TZVPD basis set

Computed properties:
HOMO energy (alpha / beta)	0.08 / -6.95	eV
total energy	-1265.9003	Ha
Kohn-Sham gap (alpha / beta)	2.70 / 9.70	eV
energy above the lowest of the compared OMol25 structures with the same formula, charge and spin	0.0	kJ/mol
maximum force	2.2	eV/Å
2S+1	2
charge	-1

The geometry in XYZ format:
```
61
Properties=species:S:1:pos:R:3:forces:R:3
O 22.586490 9.792240 -25.589300 1.1 0.5 -0.6
H 22.618930 8.836110 -25.620730 -0.4 -0.7 0.3
H 21.652740 9.999620 -25.552820 -0.7 0.3 0.2
O 24.276670 10.336850 -19.973690 1.5 -0.6 0.0
H 24.120590 10.546600 -20.894490 -0.4 0.1 -0.3
H 23.504350 10.670650 -19.517270 -0.9 0.3 0.1
O 26.566790 11.793590 -22.545780 0.4 0.4 0.1
H 26.575870 11.388870 -21.678400 0.0 -0.1 0.3
H 25.929210 11.281260 -23.043010 -0.4 -0.3 -0.2
O 24.933560 10.462060 -24.443520 0.9 0.0 0.5
H 24.210650 10.139930 -24.981930 -1.0 -0.1 -0.5
H 25.471420 10.975540 -25.046250 0.1 0.2 -0.2
O 20.728240 8.600450 -22.416480 -0.4 -0.7 0.3
H 21.336780 9.247480 -22.059730 0.5 0.3 0.0
H 20.325690 9.037730 -23.166800 -0.2 0.3 -0.4
O 22.685670 10.746330 -22.547850 0.1 -0.3 0.7
H 21.880060 11.199380 -22.796770 -0.4 0.7 0.0
H 23.225670 10.765390 -23.337960 0.3 0.0 -0.4
O 20.358690 12.741630 -23.065110 0.2 -1.2 0.2
H 20.961830 13.470990 -23.208230 0.7 0.5 -0.1
H 19.491540 13.146670 -23.050220 -0.9 0.3 0.0
O 19.900560 10.535900 -24.855850 0.2 -1.2 -0.4
H 19.338820 11.068330 -25.419050 -0.2 0.3 -0.1
H 20.199400 11.139340 -24.175560 0.0 1.0 0.5
O 22.983600 13.848370 -22.773160 -0.1 -0.2 -0.3
H 23.628920 13.695790 -22.082860 0.3 -0.2 0.3
H 22.893170 14.800540 -22.810940 -0.1 0.5 -0.1
C 24.012940 6.619500 -25.969260 0.7 0.8 0.1
C 23.277260 6.500990 -24.625850 1.0 -0.3 1.0
C 24.090040 7.128170 -23.387410 -1.7 0.3 -1.2
O 25.373060 6.628510 -23.217530 0.2 -0.5 -0.7
C 26.224180 7.415690 -22.420790 0.4 -0.4 0.5
N 21.978920 7.134690 -24.733280 -0.7 0.7 -0.5
H 23.364890 6.527790 -26.840880 -0.1 -0.8 0.1
H 24.949350 6.065690 -26.036580 -0.4 -0.8 0.0
H 24.443160 7.601490 -26.165980 -0.3 0.7 0.6
H 23.005780 5.466460 -24.415730 1.1 -0.5 0.1
H 23.508770 6.994010 -22.475150 -0.3 -0.2 0.1
H 24.090820 8.205480 -23.553260 0.2 0.2 -0.2
H 25.728930 7.983020 -21.632780 -0.4 0.0 0.0
H 26.848160 8.114460 -22.977990 -0.1 0.0 -0.4
H 26.870600 6.685270 -21.934250 0.2 0.2 0.1
H 21.372690 6.528260 -25.266960 0.1 -0.1 -0.5
H 21.468030 7.205540 -23.864910 0.4 0.4 0.7
C 20.631240 13.534030 -19.407490 -0.8 0.7 -0.1
C 21.439380 12.511950 -18.614390 -1.1 1.4 0.5
C 20.709960 11.910640 -17.438970 -0.9 -2.0 0.4
O 19.637750 11.032740 -17.957680 -0.5 0.2 1.0
C 19.020340 10.122910 -16.989170 0.3 1.7 -0.7
N 21.811270 11.441990 -19.473590 0.6 -0.5 -0.2
H 19.692760 13.155400 -19.812450 0.0 -0.5 0.2
H 21.144760 13.889110 -20.300980 0.4 -0.1 0.1
H 20.339740 14.424290 -18.850210 0.2 0.1 0.3
H 22.282820 13.050060 -18.181790 0.4 -0.1 0.0
H 20.393670 12.595790 -16.652440 -0.5 0.4 -0.4
H 21.371530 11.218480 -16.918060 0.5 -0.1 0.0
H 19.822040 9.740590 -16.357340 -0.3 -0.6 0.0
H 18.348730 9.418560 -17.480020 1.0 -0.5 -0.6
H 18.241880 10.609460 -16.401490 0.4 0.8 0.6
H 21.820130 11.831730 -20.405320 0.1 -0.5 -0.4
H 21.052970 10.780180 -19.389420 -0.1 -0.3 -0.6
```
Forces are in eV/Å.

(4)
C8H40N2O11 | ωB97M-V with the def2-TZVPD basis set

Computed properties:
HOMO energy	-9.17	eV
total energy	-1265.3283	Ha
Kohn-Sham gap	9.42	eV
energy above the lowest of the compared OMol25 structures with the same formula, charge and spin	1544.0	kJ/mol
maximum force	11.6	eV/Å
charge	0

The geometry in XYZ format:
```
61
Properties=species:S:1:pos:R:3:forces:R:3
C -33.662810 -17.740350 -26.661240 0.2 0.9 -1.1
C -33.360660 -16.485670 -27.557840 -1.5 0.1 1.7
C -34.477250 -15.435090 -27.605880 -3.1 -1.1 0.2
O -34.757360 -15.060320 -26.257180 -0.5 0.4 1.5
C -36.131890 -14.656400 -26.034850 0.7 -0.9 -1.3
N -32.271230 -15.752840 -26.870130 -8.0 -1.7 -1.7
H -34.587540 -18.126540 -27.089990 -0.1 -0.5 0.7
H -33.647740 -17.553580 -25.587470 -0.7 0.3 -0.1
H -32.846440 -18.446500 -26.812940 -0.1 -0.1 -0.3
H -33.184210 -16.938020 -28.533720 0.3 0.8 0.0
H -35.416110 -15.887370 -27.925390 -0.1 -0.8 -0.4
H -34.434130 -14.537110 -28.222230 0.8 -0.6 0.0
H -36.508240 -14.696170 -25.012660 1.0 0.5 0.3
H -36.750420 -15.422080 -26.503100 -0.3 0.1 -0.5
H -36.284030 -13.701680 -26.538300 -0.3 0.1 0.3
H -32.817660 -15.228790 -26.201640 0.2 0.3 0.8
H -31.983430 -15.021040 -27.503970 -1.6 0.1 0.0
C -24.974340 -13.249320 -29.729690 -0.4 0.8 -1.2
C -24.783490 -14.678140 -29.222490 1.2 0.9 2.6
C -26.057260 -15.165260 -28.509800 0.2 0.5 -1.7
O -26.484740 -14.207620 -27.592790 -0.7 0.1 -0.2
C -27.899560 -14.282280 -27.320030 4.4 -0.9 -0.3
N -24.238640 -15.576410 -30.215170 0.3 -0.3 -1.0
H -25.672670 -12.590630 -29.213400 -0.4 -0.8 0.4
H -25.300030 -13.256030 -30.769880 -0.2 -0.2 -0.2
H -24.116540 -12.576790 -29.730230 0.7 -0.7 0.0
H -23.975670 -14.570370 -28.498670 -0.2 0.0 0.9
H -26.048460 -16.156770 -28.057100 0.5 -0.3 -0.1
H -26.700540 -15.172380 -29.389700 -1.0 -0.4 0.0
H -28.515810 -14.565310 -28.173390 0.9 0.8 -0.1
H -28.159480 -13.369380 -26.784170 3.2 0.2 -2.9
H -28.044890 -15.135410 -26.657340 0.3 -0.2 0.4
H -23.968770 -16.474010 -29.838890 -0.8 -0.5 0.6
H -23.290910 -15.249440 -30.337610 0.2 0.6 -0.8
O -30.597400 -15.622720 -30.253140 0.9 1.9 -3.7
H -31.040960 -16.147370 -29.586640 -0.1 -0.5 0.2
H -29.729870 -16.019310 -30.332660 0.1 -0.3 -0.2
O -30.395070 -15.617490 -26.048260 5.8 -6.8 5.7
H -31.219840 -15.668790 -26.531350 -1.0 -1.7 -0.2
H -30.349690 -16.441190 -25.562760 0.0 0.0 0.3
O -32.661190 -13.729490 -28.066570 -5.0 3.1 -2.6
H -31.710510 -13.839450 -28.085490 0.3 1.5 -1.0
H -32.816370 -13.103940 -27.358870 -0.2 -0.1 0.1
O -30.155040 -11.481970 -28.175920 0.4 0.4 -0.1
H -30.796600 -10.886360 -28.563060 -0.2 0.2 0.0
H -30.410630 -12.348520 -28.492150 -0.4 -0.3 0.3
O -29.658000 -13.805420 -26.371340 5.7 8.5 5.3
H -28.871540 -13.525090 -25.903220 -1.4 0.4 1.1
H -29.866750 -14.661920 -25.998440 0.7 -2.6 2.6
O -31.091090 -17.001260 -28.538300 0.6 -3.4 0.7
H -30.237790 -17.187830 -28.146760 0.3 0.0 -0.1
H -31.511090 -16.400030 -27.923180 0.6 -0.6 0.1
O -31.681920 -13.198090 -26.026970 -4.7 2.1 2.5
H -31.530060 -12.315780 -25.688290 0.1 0.2 0.2
H -30.805100 -13.555980 -26.166060 -0.5 1.6 1.1
O -30.635850 -14.414080 -28.087580 1.8 -2.0 -4.5
H -30.204170 -14.205500 -27.259100 0.5 0.1 -2.5
H -29.971890 -14.239840 -28.754680 0.1 0.0 -0.8
O -29.170390 -13.517610 -30.094000 0.8 0.7 0.0
H -29.889680 -14.051960 -30.430650 -0.7 -0.8 -0.7
H -29.549460 -12.645300 -29.986300 0.4 0.6 -0.2
```
Forces are in eV/Å.

Question: The highest maximum force belongs to which entry?
Answer: number 4